Record 1
Computed, not measured: a single C34H54O8 molecule, with wB97M-V/def2-TZVPD.

Output
Kohn-Sham gap: 8.97 eV
ΔE to the lowest compared entry with this formula, charge and spin: 10.2 kJ/mol
Energy: -52516.977 eV

Last column: Mulliken charge in e.
Element x y z (Å)
C (5.459522, -0.943340, 0.764381)  -1.215
H (6.529182, -0.994723, 0.573632)  0.490
H (5.101368, -1.948883, 0.965819)  0.218
C (4.757377, -0.341762, -0.447586)  -1.190
H (5.080845, 0.691974, -0.569542)  0.396
H (5.073507, -0.888735, -1.336934)  0.567
C (3.212182, -0.375856, -0.388993)  1.749
C (2.801474, -1.842981, -0.398359)  -0.499
O (2.872729, -2.499104, 0.618160)  -0.689
C (2.325239, -2.441688, -1.707773)  1.814
C (3.247708, -2.133201, -2.890536)  -2.148
H (3.419673, -1.067826, -3.010450)  0.353
H (2.789586, -2.504310, -3.804574)  0.528
H (4.197879, -2.645631, -2.757778)  0.451
H (1.356483, -1.971831, -1.906716)  -0.466
C (2.153840, -3.983564, -1.592655)  -1.010
O (3.351301, -4.565519, -1.141361)  -0.745
H (3.477244, -4.264633, -0.230112)  0.429
H (2.010633, -4.388448, -2.602038)  0.746
C (0.937642, -4.395493, -0.729014)  1.437
C (1.030853, -5.872180, -0.347185)  -1.814
H (0.170134, -6.157559, 0.251710)  0.441
H (1.057941, -6.490251, -1.242163)  0.361
H (1.931333, -6.070399, 0.227330)  0.426
C (-0.372087, -4.127769, -1.476228)  -0.742
H (-0.283561, -3.202939, -2.048242)  0.452
H (-0.548768, -4.926569, -2.199564)  0.581
C (-1.582896, -4.007962, -0.535687)  -1.081
C (-2.661392, -3.171792, -1.161002)  0.389
C (-3.886614, -3.725074, -1.478562)  -0.981
C (-4.860735, -2.980973, -2.128807)  -0.937
C (-4.621295, -1.683259, -2.532479)  0.963
C (-3.368580, -1.114229, -2.257361)  0.242
C (-2.411934, -1.837093, -1.521558)  0.174
C (-1.174480, -1.119609, -1.155383)  0.718
O (-0.667879, -0.274371, -1.884091)  -0.906
O (-0.686255, -1.373603, 0.045610)  -0.158
H (0.063316, -0.763153, 0.265473)  0.318
O (-3.144963, 0.136394, -2.703333)  -0.749
H (-2.198438, 0.346957, -2.575585)  0.334
C (-5.636279, -0.870887, -3.272804)  -1.432
H (-6.537472, -1.449205, -3.455776)  0.396
H (-5.223448, -0.534901, -4.222555)  0.305
H (-5.891354, 0.018721, -2.698969)  0.293
H (-5.817242, -3.432501, -2.348495)  0.348
H (-4.088782, -4.752807, -1.216930)  0.410
H (-1.266597, -3.547095, 0.400317)  0.223
H (-1.979358, -4.997418, -0.307034)  0.663
H (0.953223, -3.798328, 0.187440)  -0.246
H (2.800603, 0.138416, -1.259155)  0.476
C (2.662529, 0.277427, 0.882230)  -1.874
C (3.161310, 1.673044, 1.282911)  0.024
C (3.181204, 2.662344, 0.119553)  -1.841
H (2.309541, 2.524176, -0.514669)  0.284
H (4.069640, 2.532132, -0.492920)  0.432
H (3.184279, 3.682958, 0.496683)  0.475
H (4.150372, 1.628918, 1.741341)  0.688
C (2.092880, 2.014903, 2.328494)  -1.124
H (1.947860, 3.084427, 2.459322)  0.389
H (2.364672, 1.590852, 3.294105)  0.332
C (0.807874, 1.348095, 1.791268)  0.474
C (0.030963, 0.583105, 2.878341)  -0.902
C (0.740183, -0.646024, 3.436714)  -1.437
H (0.099965, -1.123000, 4.175276)  0.492
H (1.677358, -0.388207, 3.924777)  0.328
H (0.941272, -1.368834, 2.649845)  0.110
H (-0.181204, 1.292384, 3.679125)  0.609
H (-0.919653, 0.254073, 2.456562)  0.231
C (-0.098546, 2.449048, 1.176471)  0.134
C (-1.231936, 1.936457, 0.291274)  -0.320
H (-0.797347, 1.471391, -0.591417)  0.175
H (-1.830822, 1.194244, 0.821732)  0.414
C (-2.132475, 3.098665, -0.126444)  -2.221
H (-3.014813, 2.709907, -0.637310)  0.612
H (-1.603919, 3.754544, -0.819745)  0.480
C (-2.589860, 3.910221, 1.102088)  1.327
C (-3.481540, 5.076469, 0.654612)  -0.893
C (-3.997662, 5.926933, 1.809358)  -1.305
H (-4.464261, 5.286243, 2.552061)  0.288
H (-4.738144, 6.634701, 1.444679)  0.443
H (-3.195227, 6.486516, 2.283605)  0.239
H (-4.336214, 4.634327, 0.139700)  0.478
H (-2.937721, 5.693855, -0.060834)  0.394
O (-3.374264, 3.090818, 1.952218)  -0.742
H (-2.763124, 2.532606, 2.449902)  0.549
C (-1.344487, 4.356997, 1.904774)  -0.126
C (-0.487629, 5.431623, 1.234412)  -1.677
H (0.443291, 5.535701, 1.788383)  0.393
H (-1.007804, 6.383857, 1.254578)  0.473
H (-0.254892, 5.187246, 0.202053)  0.310
H (-1.686290, 4.740748, 2.873754)  0.662
O (-0.594684, 3.203729, 2.272819)  -0.369
H (0.536520, 3.095038, 0.556016)  0.509
O (1.247217, 0.454832, 0.754396)  0.418
H (2.860409, -0.410646, 1.716062)  0.741
H (5.302767, -0.341849, 1.655338)  0.242

Atoms 1-6, force components in eV/Å:
0.0068 -0.0212 -0.1349
0.0960 0.0232 0.0408
0.0576 -0.0467 0.0789
-0.0376 -0.0521 0.0916
-0.0146 -0.0002 -0.1106
0.0274 0.0923 -0.0661

Record 2
Computed, not measured: 2 unconnected molecules or ions with the total composition C5H14OS, with wB97M-V/def2-TZVPD.

Output
Kohn-Sham gap: 9.06 eV
Structure (SMILES): CCCCSC.O
ΔE to the lowest compared entry with this formula, charge and spin: 45.1 kJ/mol
Energy: -18294.285 eV

Last column: Mulliken charge in e.
Element x y z (Å)
C (0.326344, 1.114160, 1.956305)  -1.111
C (-0.884849, 0.430713, 1.378805)  -0.400
C (-0.627771, -0.575624, 0.242815)  -0.417
C (0.268924, 0.104010, -0.836529)  -0.866
S (-0.494998, 1.577537, -1.529568)  -0.063
C (-1.534224, 0.780552, -2.854614)  -0.768
H (1.222569, 0.460057, 2.009047)  0.233
H (0.674558, 1.941922, 1.318617)  0.261
H (0.270460, 1.590965, 2.924771)  0.356
H (-1.649555, 1.146908, 1.049680)  0.317
H (-1.382922, -0.128904, 2.197929)  0.322
H (-1.576254, -0.983508, -0.085083)  0.297
H (-0.103782, -1.442225, 0.690617)  0.261
H (1.218401, 0.396713, -0.394661)  0.382
H (0.406825, -0.662099, -1.609766)  0.389
H (-1.473177, -0.282469, -2.631461)  0.247
H (-1.145360, 1.222553, -3.764138)  0.287
H (-2.610709, 1.030579, -2.786367)  0.265
H (3.821246, -2.434417, 1.030380)  0.301
H (2.390814, -2.922051, 0.544462)  0.316
O (2.883462, -2.365373, 1.148758)  -0.612

Atoms 1-6, force components in eV/Å:
1.8965 0.5006 -0.8365
-1.4576 -0.8080 1.0101
1.3197 0.8059 1.0702
-1.2069 -1.4401 0.2981
-0.4673 -0.0193 -0.5816
-0.4254 0.9559 1.2776

Record 3
Computed, not measured: a gas-phase ion, C7H10ClN4O (charge +1), with wB97M-V/def2-TZVPD.

Output
Charge: +1
Kohn-Sham gap: 7.62 eV
ΔE to the lowest compared entry with this formula, charge and spin: 224.1 kJ/mol
Energy: -27940.893 eV

Last column: Mulliken charge in e.
Element x y z (Å)
C (-1.065903, -0.911985, -1.686481)  -0.135
C (-1.107204, 1.516088, 0.867093)  -0.320
C (-1.260559, -2.056126, 0.241086)  0.434
C (-0.175758, 0.089616, -1.080571)  0.489
C (0.330239, -0.160650, 0.318396)  1.538
C (0.642805, 0.960190, -1.909989)  -1.899
C (2.286972, -0.047817, 1.675903)  -0.872
N (-1.533450, -1.934562, -1.066498)  -0.501
N (-0.186216, 0.767890, 1.358601)  -0.830
N (-1.620692, 1.289267, -0.319715)  -0.353
N (-0.392205, -1.392830, 0.912387)  -0.201
O (1.675354, -0.207409, 0.308943)  -0.366
Cl (-2.333154, -3.124426, 1.125921)  -0.083
H (-1.413055, -0.952745, -2.699297)  0.497
H (-1.557023, 2.267608, 1.373503)  0.588
H (0.258792, 1.308897, -2.780323)  0.571
H (1.558613, 0.547575, -2.103995)  0.454
H (0.871567, 1.837987, -1.469761)  0.497
H (2.740850, -1.102914, 1.904885)  0.265
H (1.734550, 0.423678, 2.408379)  0.421
H (3.233565, 0.495109, 1.532377)  0.299
H (-2.206786, 1.861037, -0.839196)  0.173
H (-0.481302, -1.473479, 1.928353)  0.334

Atoms 1-6, force components in eV/Å:
-0.0309 -1.1193 0.4248
1.1053 -2.2922 -1.3627
-1.3302 -0.8572 1.4008
-3.4445 2.0755 1.3153
-0.8738 0.3993 2.0180
-0.6078 -1.1650 0.6467

Record 4
Computed, not measured: a molecular structure, C6H11NO, with wB97M-V/def2-TZVPD.

Output
Kohn-Sham gap: 8.60 eV
ΔE to the lowest compared entry with this formula, charge and spin: 680.8 kJ/mol
Energy: -9931.398 eV

Last column: Mulliken charge in e.
Element x y z (Å)
C (-1.350669, 0.326027, 0.776898)  0.332
C (-0.384446, -0.771680, 1.309078)  -1.123
C (0.561512, -1.170242, 0.135519)  0.252
C (1.836423, -0.277599, 0.017692)  -0.684
C (0.976650, 0.276117, -1.236501)  -0.160
C (-1.417013, 0.127193, -0.718628)  -1.107
H (-0.000847, 1.980642, -0.345784)  0.295
H (-2.266145, 0.410965, 1.275469)  0.595
H (-1.090613, -1.545403, 1.530400)  0.383
H (-0.009102, -0.311904, 2.184742)  0.466
H (0.692102, -2.247736, 0.405199)  0.312
H (2.744384, -0.714621, -0.348726)  0.316
H (2.185820, 0.376115, 0.869363)  0.263
H (1.506899, 0.185990, -2.232557)  0.321
H (0.720303, 1.420659, -1.174884)  -0.128
H (-2.395811, -0.318754, -1.268621)  0.226
H (-1.400745, 1.204455, -1.229368)  0.334
N (-0.128434, -0.647027, -1.051348)  -0.228
O (-0.780270, 1.696803, 1.102055)  -0.666

Atoms 1-6, force components in eV/Å:
2.5159 2.1639 -0.1306
-1.7813 1.5132 -1.3512
-0.7478 -0.1661 4.0515
-1.3167 0.8286 -1.2128
2.2764 1.3137 -0.5561
-0.8821 0.3117 -2.5616

Record 5
Computed, not measured: 4 unconnected molecules or ions with the total composition C3H12IN6O3, with wB97M-V/def2-TZVPD.

Output
Charge: -1
Kohn-Sham gap: 8.29 eV
ΔE to the lowest compared entry with this formula, charge and spin: 27.5 kJ/mol
Energy: -26496.294 eV

Last column: Mulliken charge in e.
Element x y z (Å)
I (-16.020792, 3.243346, 30.920191)  -0.620
C (-19.909906, 1.537051, 33.329325)  0.504
O (-20.064214, 2.277662, 34.279433)  -0.645
N (-20.994201, 0.840662, 32.784285)  -0.397
N (-18.774017, 1.390404, 32.600707)  -0.190
H (-20.796084, 0.119432, 32.109018)  0.192
H (-21.732334, 0.625244, 33.431517)  0.230
H (-18.591059, 0.536989, 32.103017)  0.183
H (-17.957116, 1.967793, 32.729421)  0.067
C (-19.810584, 2.082475, 28.962127)  0.656
O (-20.861725, 1.809868, 28.399488)  -0.707
N (-19.471601, 3.352119, 29.315972)  -0.252
N (-18.831354, 1.162622, 29.227316)  -0.279
H (-20.173324, 4.037935, 29.106959)  0.185
H (-18.566116, 3.640943, 29.657704)  0.043
H (-17.998402, 1.430707, 29.729577)  0.027
H (-18.809093, 0.290953, 28.733686)  0.190
C (-12.605312, 2.999022, 33.562674)  0.617
O (-11.667075, 2.722821, 34.298623)  -0.699
N (-12.484232, 3.920683, 32.548245)  -0.313
N (-13.870680, 2.527214, 33.725235)  -0.222
H (-11.570366, 4.316007, 32.441685)  0.185
H (-13.219455, 4.049298, 31.871593)  0.105
H (-14.113462, 2.083821, 34.589709)  0.169
H (-14.582462, 2.728126, 33.030549)  -0.030

Atoms 1-6, force components in eV/Å:
-0.0436 -0.0118 -0.1201
-0.7292 0.0548 -0.4891
0.2225 0.0936 0.1819
0.3240 -0.2797 0.1737
0.5821 -0.2946 0.0475
-0.0698 0.0923 -0.0470

Record 6
Computed, not measured: 2 unconnected molecules or ions with the total composition C2F2O4S, with wB97M-V/def2-TZVPD.

Output
Kohn-Sham gap: 10.78 eV
ΔE to the lowest compared entry with this formula, charge and spin: 7.6 kJ/mol
Energy: -26531.883 eV

Last column: Mulliken charge in e.
Element x y z (Å)
C (-0.830422, -0.483907, 0.019453)  0.379
C (-2.091647, 0.206289, 0.090050)  0.819
O (-1.517737, -0.383963, -1.060677)  -0.326
O (2.843921, 0.842226, -0.979304)  -0.363
O (3.838428, -0.021579, 1.036680)  -0.411
O (0.196139, -0.835546, 0.481803)  -0.456
F (-3.204090, -0.490729, 0.503518)  -0.224
F (-2.348455, 1.453930, 0.104932)  -0.189
S (3.113860, -0.286722, -0.196458)  0.771

Atoms 1-6, force components in eV/Å:
1.2901 0.8891 3.1559
-1.7273 -2.5955 1.6791
-0.8047 -0.1702 -3.4740
-0.7586 1.6732 -1.6861
-0.7777 -0.7352 -1.1456
0.2899 -0.5004 -0.5410